Entry 1:
{"formula": "C4H10O2", "method": "wB97M-V/def2-TZVPD", "symbols": ["C", "C", "C", "C", "H", "H", "H", "H", "H", "H", "H", "H", "H", "H", "O", "O"], "positions_angstrom": [[-1.756, 0.306, 1.862], [-0.730, 1.011, 0.902], [0.749, -0.470, -0.021], [1.523, -0.550, -2.283], [-1.476, 0.476, 2.987], [-2.715, 0.754, 1.693], [-1.908, -0.866, 1.732], [-0.647, 2.159, 1.098], [-1.010, 0.952, -0.191], [-0.198, -0.973, -0.246], [1.533, -1.222, 0.339], [2.167, -1.477, -1.948], [2.070, 0.137, -3.015], [0.536, -0.896, -2.803], [0.554, 0.407, 1.023], [1.308, 0.253, -1.127]], "lowdin_charge": [-0.0899, -0.2654, -0.3065, -0.1296, 0.1001, 0.0378, 0.1068, 0.1456, 0.1192, 0.1259, 0.1537, 0.1098, 0.0993, 0.1038, -0.1266, -0.1840], "e_tot_ev": -8403.317, "e_above_lowest_ev": 2.230, "homo_energy_ev": -9.99, "smiles": "CCOCOC", "homo_lumo_gap_ev": 11.03}

Entry 2:
{"formula": "C4H10N3", "method": "wB97M-V/def2-TZVPD", "symbols": ["C", "C", "C", "C", "N", "N", "N", "H", "H", "H", "H", "H", "H", "H", "H", "H", "H"], "positions_angstrom": [[0.605, 0.380, -1.196], [-0.322, 0.197, 1.462], [-0.415, -0.702, -1.606], [1.335, 0.160, 0.061], [0.822, 1.298, -2.032], [-0.654, -0.954, 2.017], [-0.911, 1.336, 1.537], [-0.684, -1.207, -0.710], [0.261, -1.382, -2.147], [-1.211, -0.329, -2.394], [1.781, -0.855, 0.293], [1.938, 1.053, 0.430], [1.404, 2.081, -1.858], [-0.140, -1.679, 1.747], [-1.392, -0.824, 2.652], [-0.963, 1.946, 0.737], [-1.832, 1.411, 1.935]], "lowdin_charge": [-0.5229, -0.1933, -0.0367, 0.1158, 0.1821, 0.2327, 0.1910, 0.0280, 0.0914, 0.1402, 0.1185, 0.1195, 0.0568, 0.0721, 0.1285, 0.1381, 0.1381], "total_charge": 1, "e_tot_ev": -8770.918, "e_above_lowest_ev": 3.681, "homo_energy_ev": -13.58, "homo_lumo_gap_ev": 9.27}

Entry 3:
{"formula": "C18H14N6O", "method": "wB97M-V/def2-TZVPD", "symbols": ["O", "N", "N", "N", "C", "C", "C", "C", "C", "C", "C", "C", "C", "C", "C", "C", "C", "C", "C", "C", "C", "C", "N", "N", "N", "H", "H", "H", "H", "H", "H", "H", "H", "H", "H", "H", "H", "H", "H"], "positions_angstrom": [[-4.552, -3.961, 2.476], [4.232, -0.214, 0.310], [-1.952, 0.709, 0.757], [-0.055, 0.201, 1.975], [2.983, -0.440, -0.057], [4.220, 0.227, 1.583], [2.973, 0.410, 1.999], [-1.375, 0.345, 1.940], [-1.186, 1.097, -0.176], [0.717, 0.268, 0.909], [0.091, 0.854, -0.216], [2.234, -2.598, -3.667], [3.320, -1.799, -3.492], [1.197, -2.452, -2.750], [3.596, -1.103, -2.326], [1.340, -1.567, -1.640], [-4.480, 0.063, 2.581], [-5.680, -0.615, 2.261], [2.632, -0.994, -1.298], [-3.366, -0.724, 2.857], [-5.651, -2.005, 2.187], [-3.404, -2.077, 2.808], [2.155, 0.045, 0.991], [-2.094, -0.137, 2.972], [-4.527, -2.657, 2.470], [5.035, 0.374, 2.164], [2.611, 0.699, 3.000], [-1.703, 1.663, -0.978], [0.674, 1.093, -1.114], [1.970, -3.206, -4.550], [3.933, -1.634, -4.323], [0.184, -2.847, -2.952], [4.532, -0.570, -2.401], [0.433, -1.405, -1.007], [-4.285, 1.112, 2.589], [-6.573, -0.094, 2.182], [-6.475, -2.516, 2.068], [-2.538, -2.750, 3.222], [-1.502, -0.491, 3.657]], "lowdin_charge": [-0.1048, 0.1324, 0.1515, 0.1940, -0.2414, -0.1430, -0.0851, -0.3384, -0.2095, -0.1883, -0.0476, -0.1000, -0.1076, -0.0803, -0.0163, -0.0149, 0.0146, 0.0098, -0.1461, -0.2390, -0.0008, 0.0150, 0.0615, 0.1169, -0.2309, 0.0724, 0.1325, 0.1364, 0.1306, 0.1143, 0.0892, 0.1097, 0.1122, 0.1030, 0.1090, 0.0891, 0.0858, 0.1961, 0.1183], "e_tot_ev": -29877.127, "e_above_lowest_ev": 4.055, "homo_energy_ev": -8.20, "smiles": "[O-][n+]1cccc(Nc2nccc(-n3ccnc3-c3ccccc3)n2)c1", "homo_lumo_gap_ev": 8.08}

Entry 4:
{"formula": "C39H80N4O15", "method": "wB97M-V/def2-TZVPD", "symbols": ["C", "C", "O", "C", "O", "O", "H", "H", "H", "H", "C", "C", "O", "C", "O", "O", "H", "H", "H", "H", "C", "C", "O", "C", "O", "O", "H", "H", "H", "H", "C", "C", "C", "C", "C", "C", "N", "O", "C", "C", "C", "H", "H", "H", "H", "H", "H", "H", "H", "H", "H", "H", "H", "H", "H", "H", "H", "H", "H", "H", "C", "C", "C", "C", "C", "C", "N", "O", "C", "C", "C", "H", "H", "H", "H", "H", "H", "H", "H", "H", "H", "H", "H", "H", "H", "H", "H", "H", "H", "H", "C", "O", "C", "C", "N", "C", "C", "O", "C", "H", "H", "H", "H", "H", "H", "H", "H", "H", "H", "H", "H", "H", "H", "H", "C", "O", "C", "C", "N", "C", "C", "O", "C", "H", "H", "H", "H", "H", "H", "H", "H", "H", "H", "H", "H", "H", "H", "H"], "positions_angstrom": [[2.582, 6.539, -1.893], [2.655, 6.596, -3.421], [1.673, 5.672, -3.872], [1.071, 5.115, -2.774], [0.233, 4.279, -2.826], [1.696, 5.472, -1.656], [2.275, 7.499, -1.473], [3.561, 6.353, -1.447], [3.659, 6.345, -3.758], [2.400, 7.617, -3.705], [1.596, 0.579, -8.362], [0.112, 0.261, -8.472], [-0.292, -0.002, -7.143], [0.796, -0.235, -6.382], [0.807, -0.465, -5.224], [1.922, 0.059, -7.095], [1.832, 1.642, -8.474], [2.210, 0.079, -9.114], [-0.120, -0.570, -9.145], [-0.508, 1.069, -8.868], [2.574, 0.843, -2.058], [1.466, 1.684, -1.362], [0.842, 0.771, -0.488], [1.428, -0.444, -0.571], [1.069, -1.387, 0.067], [2.505, -0.393, -1.358], [3.564, 1.274, -1.917], [2.345, 0.689, -3.112], [0.858, 2.111, -2.156], [1.907, 2.512, -0.806], [5.853, 1.354, 2.450], [4.716, 2.342, 2.140], [3.541, 1.800, 2.974], [2.393, 2.781, 3.187], [2.999, 4.050, 3.787], [4.049, 4.682, 2.871], [5.070, 3.681, 2.591], [6.080, 4.195, 1.731], [3.377, 5.382, 1.689], [4.706, 5.842, 3.673], [4.325, 2.288, 0.640], [6.752, 1.641, 1.897], [5.557, 0.349, 2.148], [6.132, 1.299, 3.502], [3.089, 0.948, 2.459], [3.900, 1.493, 3.956], [1.758, 2.394, 3.982], [1.762, 3.043, 2.339], [3.442, 3.795, 4.756], [2.249, 4.788, 4.090], [3.982, 5.741, 0.848], [2.792, 4.619, 1.155], [2.777, 6.251, 1.951], [5.299, 5.525, 4.536], [5.399, 6.430, 3.067], [3.915, 6.510, 4.014], [4.642, 1.328, 0.223], [4.747, 3.076, 0.018], [3.242, 2.318, 0.499], [6.778, 4.464, 2.339], [-0.098, -1.899, 3.286], [-1.343, -0.960, 3.365], [-2.384, -1.651, 4.269], [-1.965, -1.572, 5.733], [-1.695, -0.141, 6.167], [-0.768, 0.680, 5.248], [-1.099, 0.382, 3.852], [-0.264, 1.085, 2.958], [-1.062, 2.159, 5.538], [0.689, 0.297, 5.628], [-1.947, -0.996, 1.979], [0.325, -2.244, 4.230], [0.703, -1.500, 2.664], [-0.458, -2.786, 2.759], [-3.316, -1.070, 4.257], [-2.677, -2.666, 4.004], [-1.104, -2.237, 5.864], [-2.731, -1.949, 6.416], [-1.240, -0.224, 7.158], [-2.652, 0.369, 6.295], [-2.137, 2.338, 5.477], [-0.719, 2.488, 6.516], [-0.625, 2.744, 4.725], [0.740, -0.718, 6.018], [1.386, 0.451, 4.804], [1.094, 0.939, 6.417], [-1.290, -0.551, 1.235], [-2.839, -0.348, 2.007], [-2.415, -1.948, 1.746], [-0.872, 1.573, 2.390], [-0.339, -4.462, -1.350], [-1.395, -5.399, -1.199], [-1.745, -5.601, 0.147], [-2.624, -6.827, 0.203], [-2.990, -7.172, 1.584], [-2.014, -7.982, 2.286], [-1.875, -9.440, 1.806], [-2.937, -10.173, 2.392], [-2.775, -11.591, 2.310], [-0.546, -3.499, -0.880], [-0.247, -4.294, -2.421], [0.576, -4.901, -0.944], [-2.207, -4.755, 0.677], [-0.842, -5.723, 0.767], [-2.060, -7.664, -0.228], [-3.503, -6.665, -0.419], [-3.857, -7.695, 1.555], [-2.398, -8.075, 3.304], [-1.022, -7.534, 2.334], [-0.931, -9.870, 2.166], [-1.905, -9.540, 0.714], [-1.804, -11.892, 2.713], [-2.868, -11.842, 1.250], [-3.567, -11.985, 2.940], [-1.796, -0.947, -1.656], [-2.529, -0.533, -2.782], [-1.946, 0.613, -3.370], [-2.329, 0.830, -4.817], [-3.678, 1.345, -4.953], [-4.106, 1.597, -6.342], [-5.584, 1.925, -6.326], [-6.252, 0.884, -5.629], [-7.654, 0.958, -5.793], [-1.695, -0.194, -0.866], [-0.781, -1.253, -1.921], [-2.390, -1.754, -1.230], [-2.251, 1.457, -2.737], [-0.850, 0.546, -3.368], [-1.615, 1.455, -5.351], [-2.273, -0.168, -5.278], [-4.414, 0.752, -4.585], [-3.480, 2.451, -6.621], [-3.925, 0.806, -7.084], [-5.799, 2.865, -5.809], [-5.990, 1.977, -7.344], [-8.180, 0.244, -5.162], [-7.831, 0.776, -6.857], [-8.055, 1.930, -5.480]], "lowdin_charge": [-0.1294, -0.1183, 0.0690, -0.5638, 0.1635, 0.0733, 0.1316, 0.1202, 0.1293, 0.1276, -0.1286, -0.1205, 0.0508, -0.5493, 0.1756, 0.0602, 0.1303, 0.1300, 0.1308, 0.1317, -0.0860, -0.1182, 0.0542, -0.5792, 0.1457, 0.0730, 0.1139, 0.1190, 0.1027, 0.0998, -0.0375, -0.4931, -0.1326, -0.1753, -0.1393, -0.5113, -0.0876, -0.0193, -0.0354, -0.0460, -0.0131, 0.0800, 0.0863, 0.0826, 0.1268, 0.1211, 0.0777, 0.1080, 0.1253, 0.1234, 0.0699, 0.0682, 0.0889, 0.0840, 0.0756, 0.0797, 0.0848, 0.0840, 0.0492, 0.1049, -0.0153, -0.5070, -0.1402, -0.1945, -0.1464, -0.4892, -0.0875, -0.0203, -0.0309, -0.0199, -0.0475, 0.0655, 0.0680, 0.0798, 0.1224, 0.1228, 0.0998, 0.1119, 0.1213, 0.1139, 0.0798, 0.0838, 0.0701, 0.0723, 0.0618, 0.0814, 0.0566, 0.0962, 0.0859, 0.1127, -0.0950, -0.1837, -0.2551, -0.2013, -0.0612, -0.2020, -0.2279, -0.2179, -0.0938, 0.0627, 0.0909, 0.0909, 0.1211, 0.1149, 0.1050, 0.1255, 0.1041, 0.1176, 0.1124, 0.1166, 0.1130, 0.0824, 0.0870, 0.0861, -0.1121, -0.1636, -0.2255, -0.2100, -0.0541, -0.2100, -0.2318, -0.2106, -0.1070, 0.0733, 0.0809, 0.0942, 0.1320, 0.0999, 0.1137, 0.1223, 0.1033, 0.1164, 0.1157, 0.1251, 0.1167, 0.0867, 0.0872, 0.0877], "e_tot_ev": -78407.589, "homo_energy_ev": -7.90, "smiles": "CC1(C)CCCC(C)(C)N1O.CC1(C)CCCC(C)(C)N1O.COCCNCCOC.COCCNCCOC.O=C1OCCO1.O=C1OCCO1.O=C1OCCO1", "homo_lumo_gap_ev": 8.17}